Computed, not measured: a molecular structure, C35H34GeN2S2V, with the ωB97M-V functional and the def2-TZVPD basis.

```
75
C35H34GeN2S2V, DFT the ωB97M-V functional and the def2-TZVPD basis
Ge -1.224 -3.321 0.726
V -0.490 -0.023 0.502
S -2.190 1.720 -0.040
S 1.234 -0.754 2.129
N -0.127 0.318 -1.866
N 1.215 1.742 0.345
C 1.037 2.302 -0.991
C 0.894 2.723 1.389
C -0.822 -3.668 2.653
C 4.938 1.237 0.325
C 0.178 -1.025 -2.391
C 5.046 0.118 1.140
C -3.515 -6.944 0.036
C -0.072 -5.131 4.439
C 1.060 1.181 -2.011
C 3.909 -0.457 1.680
C -0.417 -4.175 5.386
C -1.675 -1.584 0.240
C -2.456 -6.056 0.198
C 1.350 -5.101 -2.202
C -2.417 1.478 -4.601
C 2.620 0.041 1.421
C 2.758 -4.563 -0.339
C -1.168 -2.724 3.617
C -3.991 -4.252 0.456
C -1.265 0.935 -2.534
C -3.262 2.266 -2.495
C -1.375 0.866 -3.918
C -4.824 -6.483 0.088
C -2.226 1.638 -1.777
C 3.676 1.759 0.072
C 2.527 1.178 0.595
C 0.362 -4.181 -0.175
C -2.665 -4.694 0.414
C -0.966 -2.968 4.970
C -3.363 2.189 -3.871
C 1.644 -4.137 0.376
C -0.276 -4.874 3.088
C -5.056 -5.128 0.299
C 2.617 -5.053 -1.631
C 0.247 -4.664 -1.481
H 1.778 -3.730 1.373
H 3.986 -1.336 2.309
H -0.733 -4.687 -1.952
H 0.059 2.785 -1.007
H 0.999 2.246 2.363
H 0.596 -0.989 -3.410
H -0.629 0.317 -4.480
H 3.591 2.636 -0.558
H -1.440 -6.437 0.154
H 1.116 1.596 -3.028
H 3.485 -5.381 -2.193
H -4.174 -3.192 0.608
H -2.489 1.396 -5.679
H -3.318 -7.998 -0.131
H 0.004 -5.627 2.356
H 0.901 -1.498 -1.726
H 1.788 3.069 -1.234
H -0.725 -1.628 -2.360
H 1.948 0.565 -1.856
H -4.191 2.676 -4.376
H -1.230 -2.212 5.701
H 1.225 -5.469 -3.216
H 0.358 -6.077 4.754
H 5.816 1.698 -0.111
H -1.601 -1.784 3.285
H -0.138 3.046 1.261
H -0.256 -4.369 6.441
H -4.008 2.805 -1.923
H 1.572 3.590 1.333
H 6.018 -0.316 1.350
H -2.574 -1.548 -0.392
H 3.743 -4.500 0.112
H -6.075 -4.755 0.337
H -5.653 -7.170 -0.036
```

Values from the calculation:
2S+1	2
Kohn-Sham gap (spin up / spin down)	4.330 / 3.744	eV
highest occupied orbital energy (spin up / spin down)	0.365 / 0.952	eV
net charge	-2
LUMO energy (spin up / spin down)	4.69 / 4.70	eV
molecular weight	670.359	g/mol
total energy	-143699.842	eV